The following is a quantum chemistry calculation of 5 unconnected molecules or ions with the total composition C31H32F32NO6 at a distorted geometry, from the Open Molecules 2025 dataset.

The geometry in XYZ format:
```
102
Properties=species:S:1:pos:R:3:forces:R:3
C -4.790466 -6.262754 2.227264 0.7 -0.3 -6.8
C -4.702562 -6.529098 0.929977 0.5 1.7 5.8
C -4.414017 -6.628227 -0.674941 -0.4 0.9 1.6
C -5.089829 -5.306822 -1.326604 0.4 1.0 -0.6
C -6.114253 -5.595137 -2.548869 -0.8 0.6 0.1
C -7.650238 -5.093568 -2.255045 0.6 -0.1 1.2
C -7.610203 -3.485925 -2.083420 -0.9 -0.1 -0.5
C -8.799513 -2.863460 -1.203888 0.9 1.9 2.5
C -10.374787 -3.151388 -1.386691 0.7 -1.3 -0.3
N -8.447756 -2.049371 -0.182446 -1.4 -2.1 -2.8
C -8.165338 -5.833262 -0.884926 0.3 -0.4 -1.4
C -8.345134 -7.418142 -1.275698 0.0 -0.6 -3.4
O -8.327150 -7.872269 -2.459348 0.1 1.6 5.8
O -8.591787 -8.351684 -0.163955 -1.2 1.9 -1.3
H -4.815005 -5.674824 3.226059 -0.1 -1.7 -2.4
H -4.859925 -7.611447 -1.085843 0.8 1.7 0.7
H -3.267294 -6.540232 -0.856471 -2.0 -0.6 0.6
H -4.260879 -4.592359 -1.751042 -1.4 -1.8 1.2
H -5.625901 -4.680598 -0.506889 0.9 -1.2 -1.4
H -5.763749 -5.031588 -3.511344 -0.5 -0.9 1.7
H -6.050579 -6.716363 -2.796754 -0.4 1.6 0.3
H -6.621797 -3.053530 -1.678748 -1.4 -0.3 -0.2
H -7.734764 -3.041756 -3.159908 0.2 -0.6 1.7
H -10.503705 -3.826040 -2.317861 0.0 1.2 1.4
H -10.717604 -3.792929 -0.472502 0.6 1.2 -1.6
H -11.014822 -2.191935 -1.426628 1.2 -1.5 0.0
H -9.318004 -1.724264 0.294138 0.6 -0.3 -0.4
H -7.460664 -5.679493 0.014017 -1.0 -0.8 -0.8
H -9.224783 -5.491270 -0.563918 1.6 -0.5 -0.5
H -9.483427 -8.044337 0.169599 1.5 -0.4 -0.2
C -2.516557 -1.226664 -3.754548 -0.5 0.1 -0.8
C -2.732640 -2.250137 -2.621324 0.3 -0.5 -0.7
C -2.668545 -1.686559 -1.201623 -0.6 -0.3 1.0
F -1.480623 -1.111954 -0.921695 0.0 0.0 0.0
F -2.835329 -2.678160 -0.290626 0.0 0.0 -0.4
F -1.863587 -3.279585 -2.786497 0.0 0.2 0.2
F -3.975752 -2.783456 -2.801179 0.2 0.8 0.1
O -1.195776 -1.134321 -4.311945 0.9 0.4 1.5
C -0.263586 -0.326105 -3.617662 -2.1 0.1 -1.0
C 0.885944 -1.134022 -3.002434 0.3 -0.9 0.1
F 0.439117 -2.106261 -2.182219 0.1 0.3 -0.4
F 1.694856 -0.334466 -2.254121 -0.2 -0.2 -0.6
F -0.918961 0.432449 -2.715060 0.7 0.1 0.0
F 0.236436 0.539277 -4.535057 0.4 -0.3 0.3
H -3.131250 -1.570487 -4.592619 0.2 -0.2 0.2
H -2.920251 -0.240323 -3.505999 0.2 -0.2 0.2
H -3.457883 -0.947664 -1.034758 -0.1 0.0 -0.2
H 1.491788 -1.605540 -3.781069 -0.1 0.2 -0.1
C 1.297690 4.705551 0.607350 -0.1 0.7 -0.6
C 0.563541 4.062005 1.801399 -0.5 -0.4 -0.9
C 1.456749 3.547272 2.929963 0.0 -0.2 0.9
F 2.326160 2.605606 2.516246 -0.1 0.1 0.1
F 0.707008 2.970804 3.905014 -0.2 0.2 -0.2
F -0.257793 3.088221 1.337589 0.3 0.1 0.3
F -0.258682 5.020774 2.326179 0.5 0.0 0.2
O 1.536291 3.877031 -0.539499 0.9 -1.1 0.8
C 2.675592 3.036098 -0.494152 -0.6 1.8 0.5
C 2.318696 1.545055 -0.450721 -0.4 -0.6 0.0
F 1.502770 1.250991 0.584241 0.1 0.2 -0.2
F 3.432531 0.782725 -0.296308 0.2 0.5 -0.1
F 3.468029 3.421948 0.527477 0.2 -0.4 -0.4
F 3.378005 3.298584 -1.626780 -0.4 -0.6 0.1
H 0.632039 5.488905 0.230705 -0.1 -0.3 0.1
H 2.202115 5.239789 0.914996 -0.1 -0.3 0.1
H 2.023122 4.363047 3.387916 -0.1 0.1 -0.2
H 1.817633 1.239854 -1.367927 0.1 0.6 0.2
C 7.681182 3.239980 -3.109193 0.5 -0.8 0.0
C 7.002440 4.224227 -2.134824 0.9 0.2 0.0
C 5.650871 4.777832 -2.585182 -0.8 0.2 0.2
F 5.726117 5.449677 -3.751024 0.0 0.0 0.1
F 5.168657 5.658347 -1.668711 0.3 -0.2 0.2
F 7.873788 5.222679 -1.842464 -0.3 0.0 -0.1
F 6.805461 3.549977 -0.961829 -0.4 0.0 -0.3
O 8.678870 3.774309 -3.991858 -1.0 1.1 -0.6
C 8.216786 4.388752 -5.182562 -0.1 -1.9 0.8
C 8.480249 5.899638 -5.216671 0.2 0.8 0.0
F 7.945588 6.531197 -4.149633 0.2 -0.3 -0.1
F 7.925669 6.463187 -6.320096 0.0 -0.5 0.0
F 6.918669 4.073463 -5.368940 0.3 0.4 -0.4
F 8.891450 3.792330 -6.195762 0.1 0.6 0.2
H 8.235746 2.531879 -2.484980 0.0 0.3 0.0
H 6.955895 2.621073 -3.646479 -0.1 0.4 0.0
H 4.914965 3.979385 -2.694298 0.3 0.0 0.0
H 9.553888 6.107296 -5.225630 0.0 -0.3 0.0
C 5.776795 2.373022 6.679453 0.5 0.6 -0.5
C 5.827290 1.372529 7.852244 -0.1 1.0 0.3
C 5.046957 0.073501 7.651105 -0.1 -0.9 0.2
F 3.734161 0.281943 7.439269 0.2 0.0 0.1
F 5.134625 -0.708216 8.759102 0.3 0.3 0.0
F 5.445013 2.007962 8.987933 -0.1 -0.3 -0.2
F 7.141772 1.043372 8.037256 -0.2 -0.3 -0.3
O 4.819909 3.438588 6.767719 -1.2 -1.0 0.2
C 3.493721 3.141217 6.365500 1.8 -0.2 -0.8
C 2.492306 3.178390 7.527080 -0.7 0.1 0.6
F 2.851899 2.350810 8.531869 0.2 0.3 -0.2
F 1.261689 2.781309 7.117938 0.4 0.1 -0.3
F 3.487254 1.970175 5.697943 -0.6 0.4 0.1
F 3.160319 4.088616 5.453458 -0.2 0.0 0.5
H 6.743079 2.887729 6.680369 -0.2 0.0 0.3
H 5.734884 1.871762 5.707388 -0.2 -0.1 0.3
H 5.446080 -0.499894 6.809188 0.1 0.2 0.0
H 2.410183 4.188593 7.937972 0.1 0.0 -0.2
```
Positions in Å, forces in eV/Å.

Properties
* orbital gap: 3.179 eV
* HOMO energy: -0.066 hartree
* LUMO level: 1.393 eV
* net charge: -1